This record from OMol25 describes C42H56BiF5IN6O6PS2SeTe as an isolated structure in a non-equilibrium geometry. The level of theory is ωB97M-V/def2-TZVPD.

Each line ends with the Mulliken charge.
Geometry (Å):
Bi (0.05372, -0.64188, 0.32350)  3.2940
I (-2.06817, 1.02952, 1.97042)  0.1897
C (-4.09378, 0.59153, 2.09396)  0.2386
C (-4.56574, 0.96904, 3.32706)  -0.6896
C (-5.93399, 0.89451, 3.64874)  -1.0170
C (-6.80286, 0.47359, 2.69851)  -0.8311
C (-6.35052, 0.08188, 1.41313)  0.6650
C (-7.33814, -0.28839, 0.47078)  -0.8506
C (-6.98936, -0.66128, -0.78541)  -1.2992
C (-5.62822, -0.71508, -1.12229)  -0.1546
C (-4.61493, -0.38930, -0.25515)  -0.0310
P (-2.90685, -0.60687, -0.98566)  1.2416
C (-3.18551, -2.16525, -1.92399)  0.2288
C (-3.55308, -2.25141, -3.26338)  -0.1147
C (-3.73523, -3.48689, -3.86937)  -1.0007
C (-3.55006, -4.65741, -3.14816)  -0.7921
C (-3.17791, -4.58307, -1.81351)  -0.5047
C (-2.99766, -3.34796, -1.20899)  -0.7391
C (-2.95141, 0.72499, -2.24537)  1.1714
C (-3.66748, 1.89573, -1.99453)  -0.9870
C (-3.71144, 2.91405, -2.93256)  -0.7463
C (-3.02640, 2.78429, -4.13384)  -0.9191
C (-2.26764, 1.64816, -4.36828)  -0.6418
C (-2.22012, 0.62835, -3.42756)  -0.8216
C (-4.96108, 0.08285, 1.06580)  0.8115
H (-3.87571, 1.35191, 4.06489)  0.4911
H (-6.27377, 1.19704, 4.62993)  0.4218
H (-7.86799, 0.44574, 2.89259)  0.3697
H (-8.37706, -0.24663, 0.77398)  0.3869
H (-7.73757, -0.92307, -1.52167)  0.4617
H (-5.37745, -1.04109, -2.12231)  0.3818
H (-3.69366, -1.35253, -3.84942)  0.5083
H (-4.02971, -3.53146, -4.91035)  0.4601
H (-3.69029, -5.61900, -3.62466)  0.3988
H (-3.02644, -5.48829, -1.23807)  0.5114
H (-2.69239, -3.29415, -0.17260)  0.2693
H (-4.19363, 2.02155, -1.05596)  0.3809
H (-4.28771, 3.80717, -2.72688)  0.4710
H (-3.07495, 3.57100, -4.87561)  0.4147
H (-1.69756, 1.55328, -5.28329)  0.4072
H (-1.58701, -0.23259, -3.59816)  0.6591
O (-0.85043, 3.06982, -0.77137)  -0.2284
H (-0.31967, 2.65581, -1.47922)  -0.5697
H (-1.23850, 3.87710, -1.12431)  0.2357
Se (2.72043, -2.81565, 3.97158)  -0.2044
C (1.61947, -1.83761, 2.98136)  0.0792
N (0.87866, -1.15744, 2.37798)  -0.5081
C (-3.77102, -3.28579, 2.76522)  -0.7476
N (-2.38345, -3.71188, 2.87494)  0.2762
C (-2.04936, -4.86109, 3.69737)  -1.0661
C (-1.43520, -3.04558, 2.22632)  -0.3052
O (-1.69984, -2.07504, 1.49924)  0.4498
H (-4.33923, -3.73908, 3.57429)  0.4413
H (-4.20284, -3.58721, 1.80859)  0.2402
H (-3.83384, -2.20035, 2.83745)  0.2191
H (-2.24589, -4.65146, 4.74993)  0.3599
H (-0.99353, -5.09338, 3.57449)  0.3447
H (-2.64074, -5.72596, 3.39369)  0.3630
H (-0.41613, -3.41452, 2.35742)  -0.0307
C (1.62160, -6.34776, -0.63388)  -1.1749
N (1.14623, -5.04640, -1.08431)  0.2352
C (0.91485, -4.82051, -2.40794)  -0.2744
C (0.45775, -3.64616, -2.86732)  -1.5445
C (0.19518, -2.61146, -1.89587)  0.6933
O (-0.24090, -1.48520, -2.19911)  0.0660
N (0.42672, -2.86178, -0.58037)  0.8439
C (0.88250, -4.06469, -0.12051)  -0.4637
O (1.04086, -4.31918, 1.06163)  -0.7259
H (2.35520, -6.72618, -1.34371)  0.3975
H (0.79825, -7.05877, -0.54773)  0.3061
H (2.08167, -6.22575, 0.34111)  0.3580
H (1.12623, -5.65659, -3.06234)  0.4735
H (0.26455, -3.46468, -3.91202)  0.6349
C (4.24511, 0.67883, -6.29951)  -1.0069
C (3.70290, -0.72529, -6.03317)  -0.7428
C (2.54642, -0.78623, -5.03354)  -0.3769
C (2.93104, -0.64720, -3.56514)  -0.7502
N (3.38865, 0.68117, -3.17212)  0.2428
C (2.56478, 1.72851, -2.93474)  -0.9457
S (0.88894, 1.53232, -2.94475)  0.6923
N (3.18001, 2.89993, -2.71147)  -0.0667
C (2.50974, 4.10233, -2.22249)  -0.0591
C (1.89300, 4.94025, -3.33371)  -0.4156
C (2.90208, 5.49463, -4.33679)  -0.3804
C (3.93247, 6.43435, -3.71667)  -1.2006
H (4.93957, 0.67491, -7.14057)  0.4419
H (4.78134, 1.09115, -5.44414)  0.1704
H (3.43276, 1.36766, -6.53924)  0.2336
H (4.51498, -1.37643, -5.69213)  0.2947
H (3.35246, -1.13786, -6.98206)  0.3873
H (2.04492, -1.75323, -5.13047)  0.3228
H (1.80796, -0.01570, -5.26811)  0.1348
H (3.73703, -1.34411, -3.31743)  0.6322
H (2.07152, -0.88584, -2.94068)  -0.0085
H (4.37311, 0.87678, -3.25691)  0.4574
H (4.18682, 2.89285, -2.67861)  0.2948
H (3.24843, 4.67290, -1.66039)  0.6828
H (1.74219, 3.79630, -1.51771)  -0.7619
H (1.35215, 5.76341, -2.85663)  0.5135
H (1.15764, 4.32473, -3.85602)  0.0484
H (2.35622, 6.02926, -5.11747)  0.4010
H (3.41135, 4.66114, -4.83040)  0.1402
H (3.44375, 7.22808, -3.14800)  0.2806
H (4.54903, 6.90432, -4.48354)  0.3781
H (4.60759, 5.91184, -3.03642)  0.2836
F (0.78848, 4.84916, 0.09170)  -0.3884
Te (0.71609, 3.40938, 1.29335)  1.7413
F (0.50944, 2.43699, 2.89933)  -0.4322
F (-1.01758, 4.01171, 1.61035)  -0.3389
F (2.60788, 3.52614, 1.15300)  -0.4543
F (1.11726, 4.75140, 2.55165)  -0.3523
O (0.96391, 1.76679, 0.49268)  -1.1848
C (4.94352, -0.34714, -0.31123)  -1.3186
S (3.43431, 0.50587, 0.10356)  0.9268
C (3.73336, 0.59217, 1.85987)  -1.0188
O (2.41603, -0.61953, -0.10330)  -1.1863
H (5.08014, -1.19296, 0.36207)  0.4106
H (5.77642, 0.35169, -0.23834)  0.4387
H (4.83439, -0.69854, -1.33500)  0.2027
H (3.63652, -0.41301, 2.26761)  0.1069
H (3.01617, 1.26857, 2.30825)  0.1129
H (4.74112, 0.98022, 2.00501)  0.5486

Values from the calculation:
Net charge ... 0
HOMO-LUMO gap ... 7.7 eV
Multiplicity ... 1